No. 1
Formula: C4H2O2
Source: the Open Molecules 2025 dataset
Level of theory: ωB97M-V/def2-TZVPD

Calculated values
energy relative to the best compared isomer or geometry (same formula, charge and spin): 25.2 kcal per mole
HOMO level: -8.24 eV
total energy: -8271.4353 eV
HOMO-LUMO gap: 0.2720 Ha
LUMO energy: -0.0307 hartree
strongest force on any atom: 1.00 eV/A
net charge: 0

CARTESIAN COORDINATES (ANGSTROEM)
O -3.13057 -0.12125 0.65017
C -2.14418 0.35589 0.24524
C -1.08226 0.75155 -0.39613
C 0.20311 0.65792 -0.31332
C 1.42850 0.22033 -0.14458
O 1.63226 -1.13056 -0.00905
H 2.33672 0.80497 -0.09864
H 0.75642 -1.53885 0.06630

No. 2
Formula: C30H36FeN2O6Sb2
Source: the Open Molecules 2025 dataset
Level of theory: ωB97M-V/def2-TZVPD

Calculated values
energy relative to the best compared isomer or geometry (same formula, charge and spin): 15.3 kcal per mole
HOMO level (alpha / beta): -7.70 / -7.84 eV
total energy: -94418.8290 eV
HOMO-LUMO gap (alpha / beta): 0.2789 / 0.2844 Ha
LUMO energy (alpha / beta): -0.0041 / -0.0038 hartree
strongest force on any atom: 0.48 eV/A
net charge: 0

CARTESIAN COORDINATES (ANGSTROEM)
Fe 0.79389 0.02818 -0.00358
O -0.07825 1.49452 -1.02821
C 0.42973 1.97201 -2.04477
C 1.45539 1.39141 -2.86436
C 1.87864 2.13530 -3.97180
C 2.79257 1.60737 -4.84250
C 3.30173 0.31145 -4.65763
C 2.89680 -0.43529 -3.59011
C 1.97388 0.07523 -2.63180
O 1.62802 -0.65172 -1.63860
N 3.23058 2.39470 -5.98774
O 2.76594 3.51189 -6.12506
O 4.03324 1.88764 -6.74993
H 0.04300 2.94186 -2.38827
H 1.48372 3.12712 -4.14953
H 4.01403 -0.07420 -5.37291
H 3.28000 -1.43408 -3.43025
C -1.47068 -2.75217 3.11293
Sb -3.60580 -2.69728 2.83653
C -3.69236 -1.32403 1.17713
C -3.80692 -4.49820 1.61191
C -2.58510 -5.35171 1.51091
C -2.31468 -6.22420 2.56930
C -1.22502 -7.07481 2.56435
C -0.38313 -7.08799 1.46110
C -0.63995 -6.23488 0.40341
C -1.71124 -5.33501 0.40999
C -1.89315 -4.44782 -0.78448
Sb -0.56395 -2.70927 -0.92866
C 1.23664 -3.85235 -1.07491
C -0.93197 -2.53126 -3.03190
H -1.25079 -2.53714 4.15853
H -0.99174 -2.00525 2.48520
H -1.09119 -3.74520 2.86808
H -4.61538 -0.74906 1.23435
H -3.67468 -1.86792 0.23295
H -2.84213 -0.64682 1.21290
H -4.17101 -4.16127 0.64344
H -4.60789 -5.06968 2.08011
H -2.99405 -6.23365 3.41538
H -1.04848 -7.73796 3.40138
H 0.45702 -7.76918 1.41685
H 0.00130 -6.26576 -0.46924
H -2.91445 -4.08582 -0.89087
H -1.65181 -5.00356 -1.69304
H 1.16185 -4.57721 -1.88581
H 1.41728 -4.37450 -0.13632
H 2.05297 -3.15935 -1.26823
H -0.61304 -3.43764 -3.54633
H -0.39001 -1.67696 -3.43397
H -1.99930 -2.38408 -3.19778
C -1.49400 1.73115 3.12922
C -0.37630 1.57925 2.12812
O -0.37169 0.51025 1.48978
C 0.59564 2.62919 1.95375
C 0.36468 3.89098 2.55051
C 1.24891 4.92607 2.42601
C 2.43543 4.71540 1.69853
C 2.70366 3.50830 1.11673
C 1.79476 2.41549 1.20507
O 2.11989 1.30282 0.64793
H -1.94037 0.75450 3.30144
H -2.26227 2.39378 2.72461
H -1.14719 2.15222 4.07053
H -0.54878 4.04860 3.10853
H 1.04234 5.88656 2.87680
H 3.14795 5.52509 1.59369
H 3.61345 3.34166 0.55438
C 4.08150 -1.10095 3.62308
C 3.23840 -2.23769 3.03769
C 2.41108 -1.75786 1.93656
N 1.76108 -1.35830 1.08591
H 4.67843 -1.47818 4.45128
H 3.44474 -0.29672 3.98785
H 4.74819 -0.68710 2.86885
H 2.57116 -2.66617 3.78725
H 3.86689 -3.04537 2.66027

No. 3
Formula: C34H57CuF3N2O2Si
Source: the Open Molecules 2025 dataset
Level of theory: ωB97M-V/def2-TZVPD

Calculated values
multiplicity: 2
energy relative to the best compared isomer or geometry (same formula, charge and spin): 5.3 kcal per mole
HOMO level (alpha / beta): -7.99 / -7.86 eV
total energy: -103927.5005 eV
HOMO-LUMO gap (alpha / beta): 0.3182 / 0.2385 Ha
LUMO energy (alpha / beta): 0.0247 / -0.0504 hartree
strongest force on any atom: 2.84 eV/A
net charge: 0

CARTESIAN COORDINATES (ANGSTROEM)
O 1.77933 -2.07854 -3.52609
O 0.59410 -0.44700 -5.18315
C 3.04669 -2.52034 -3.04065
C 3.06343 -3.38827 -1.79831
H 3.61990 -1.59755 -2.85770
H 3.53040 -3.03195 -3.88816
H 2.68551 -2.85321 -0.92152
H 4.10377 -3.65554 -1.58726
H 2.49784 -4.31476 -1.93886
C 0.57208 -2.67616 -3.00279
C 0.08407 -3.80342 -3.87132
H -0.15987 -1.85418 -2.97140
H 0.71716 -3.00341 -1.95779
H -0.11318 -3.45103 -4.88986
H -0.85186 -4.20178 -3.45944
H 0.81666 -4.61953 -3.89072
C -0.61414 -0.12138 -5.88545
C 1.68618 -0.73693 -6.07924
C -1.74920 -0.91792 -5.30170
H -0.51115 -0.35570 -6.95947
H -0.78445 0.96258 -5.78674
H -1.63476 -1.97526 -5.56791
H -2.70121 -0.56757 -5.70696
H -1.79078 -0.83413 -4.21162
C 1.59914 -2.10835 -6.69299
H 2.59002 -0.64171 -5.46413
H 1.71001 0.02605 -6.87744
H 1.73372 -2.87719 -5.92694
H 2.41266 -2.21051 -7.41702
H 0.64601 -2.24191 -7.21888
H 1.08307 -0.27948 -3.35844
N -0.54645 -0.27684 1.17126
C -1.36294 0.20445 2.10658
C -2.11295 1.37472 1.94479
C -2.35180 2.06815 0.74830
C -1.55620 -0.56087 3.39799
H -0.61193 -0.93867 3.81099
H -2.23306 -1.41636 3.24929
H -2.00831 0.11138 4.13479
C -3.60979 2.89736 0.64001
H -4.26190 2.54803 -0.17421
H -3.39582 3.96242 0.47136
H -4.15778 2.79688 1.58163
N -1.51809 2.03165 -0.27942
C -0.21689 -1.64891 1.13370
C 1.02087 -2.11369 1.63974
C 1.93578 -1.19637 2.37856
C 1.36613 -3.45389 1.49007
H 2.34324 -3.78071 1.85279
C 0.47227 -4.36289 0.92529
H 0.75673 -5.40929 0.81281
C -0.79761 -3.93416 0.53457
H -1.53245 -4.64543 0.14530
C -1.16530 -2.59676 0.65430
C -2.56909 -2.17457 0.34130
C -1.78790 2.62962 -1.53107
C -1.32952 3.94245 -1.81198
C -0.75479 4.79593 -0.72470
C -1.42881 4.43062 -3.11088
H -1.05391 5.43411 -3.31683
C -1.98443 3.65329 -4.12636
H -2.01673 4.03119 -5.14906
C -2.51845 2.39694 -3.83420
H -3.00600 1.80074 -4.60977
C -2.45898 1.88602 -2.53939
C -3.06341 0.55313 -2.22301
Cu 0.23662 1.20583 -0.08089
H 2.37893 -0.44627 1.72374
H 2.75740 -1.77626 2.81362
H 1.43310 -0.66649 3.19623
H -2.61143 -1.14666 -0.04029
H -3.21818 -2.22949 1.23256
H -3.00547 -2.83793 -0.41822
H -0.34782 5.72161 -1.15568
H 0.05862 4.29190 -0.18584
H -1.52118 5.08001 0.01396
H -3.63578 0.57024 -1.28537
H -2.29510 -0.23119 -2.13490
H -3.75419 0.25212 -3.02114
H -2.70172 1.68992 2.80316
C 1.04923 0.58967 -2.55339
Si 2.15405 1.96477 -3.27862
H -0.00045 0.90413 -2.46850
H 1.44632 0.15816 -1.61972
C 3.88200 1.24920 -3.49066
C 2.32945 3.54843 -2.29231
C 1.41272 2.57658 -4.89991
H 1.78857 3.58480 -5.12311
H 0.31912 2.64788 -4.83017
H 1.65698 1.92764 -5.74924
H 4.38332 1.21505 -2.51079
H 4.47861 1.88856 -4.15970
H 3.86638 0.23226 -3.90430
H 2.79051 3.37828 -1.31479
H 1.36518 4.04997 -2.14363
H 2.97400 4.24325 -2.85351
F 1.46344 1.86187 2.29843
C 1.69871 1.98643 0.94493
F 1.90349 3.33337 0.75017
F 2.92569 1.38867 0.70381

No. 4
Formula: C12H64NO25
Source: the Open Molecules 2025 dataset
Level of theory: ωB97M-V/def2-TZVPD

Calculated values
HOMO level: -2.29 eV
total energy: -66160.0409 eV
HOMO-LUMO gap: 0.1464 Ha
LUMO energy: 0.0622 hartree
strongest force on any atom: 1.89 eV/A
net charge: -1

CARTESIAN COORDINATES (ANGSTROEM)
C -2.37737 0.85665 3.94327
C -1.29834 0.26546 3.01634
C -1.17835 -1.25586 3.17566
N -0.42354 -1.90098 2.09893
C 1.09356 -1.79390 2.36366
C 1.84570 -2.22695 1.08394
C 2.41502 -0.93888 0.58233
O 3.62432 -0.71611 0.51280
C 1.43805 0.13195 0.19626
C 1.17614 1.13952 1.14131
C 0.25087 2.13780 0.81945
C -0.34954 2.09261 -0.42362
C -0.09668 1.09370 -1.36343
C 0.83531 0.08767 -1.03904
H -3.33894 0.35339 3.79103
H -2.10137 0.69157 4.99266
H -2.49955 1.92970 3.77160
H -0.33731 0.70738 3.28641
H -1.56538 0.48991 1.97897
H -0.68868 -1.45508 4.14536
H -2.18781 -1.66144 3.23940
H -0.62118 -2.89295 2.18868
H 1.30582 -0.72156 2.51714
H 2.61328 -2.99727 1.17784
H 1.08050 -2.55040 0.37075
H 1.71417 1.08094 2.07829
H -0.00966 2.91732 1.52002
H -1.06139 2.86415 -0.69529
H -0.58667 1.04581 -2.32241
H 1.09365 -0.71128 -1.71290
O 2.97992 3.10640 -0.76821
H 2.20147 2.54349 -0.62790
H 3.58191 2.83337 -0.06537
O 5.96029 -0.69380 2.62932
H 5.12357 -0.61532 2.14046
H 5.78902 -0.24100 3.46096
O -2.75216 -1.64876 -0.19282
H -3.46300 -2.22702 0.10107
H -2.15563 -1.59214 0.63941
O 0.21943 -1.75335 -3.42979
H 0.19246 -1.56823 -4.37814
H 0.41971 -2.69433 -3.38765
O 8.17780 0.30455 0.82072
H 7.77615 -0.21987 1.52904
H 8.14105 -0.27639 0.05496
O 2.59371 -1.14486 -4.99344
H 2.63016 -0.20026 -4.81086
H 2.31806 -1.53244 -4.15536
O -3.23899 -2.45041 5.11709
H -3.09384 -3.38883 5.26775
H -2.91465 -2.03412 5.92243
O -1.28926 -3.11863 -5.37740
H -1.53843 -4.00433 -5.66031
H -2.06709 -2.57776 -5.55936
O -2.16219 2.63957 -3.03468
H -3.04557 2.97184 -2.83275
H -1.82975 3.24661 -3.70487
O 1.04778 0.27976 5.24542
H 1.22027 0.84397 6.00586
H 1.90050 -0.12106 5.03628
O -5.59656 1.09504 -4.53742
H -5.76569 1.88950 -4.03043
H -5.92350 0.38743 -3.97580
O 1.25756 3.40367 -3.43575
H 0.49048 2.84221 -3.28610
H 1.86156 3.12492 -2.75204
O -0.49415 -3.92718 -1.20313
H -0.35615 -3.10969 -1.70423
H -0.38122 -4.63006 -1.85242
O 5.65999 -3.18860 4.90073
H 5.76995 -2.43363 4.31001
H 5.84978 -3.94649 4.34151
O 5.59740 1.82947 -1.21707
H 5.34837 0.92836 -1.44750
H 4.82906 2.35404 -1.45570
O -1.34852 3.83376 3.39536
H -1.18932 4.40811 4.15027
H -0.48835 3.44291 3.21064
O 9.58756 2.30928 -0.91114
H 9.18724 1.78151 -0.20601
H 9.54609 1.74257 -1.68555
O -1.99834 -0.10220 -4.48138
H -1.94233 0.84428 -4.28737
H -2.25511 -0.49294 -3.64198
O -5.33616 -0.89235 -2.19523
H -5.40347 -1.65038 -2.78320
H -4.41879 -0.99446 -1.77736
O -8.38650 2.15309 -5.91123
H -8.34211 2.94446 -5.35934
H -7.46894 1.86639 -5.98901
O -3.97352 -2.61258 7.85983
H -4.79117 -2.25465 7.49862
H -4.03028 -2.44566 8.80565
O -9.56819 4.18484 -4.38880
H -10.39063 3.89866 -4.79941
H -9.81667 4.93829 -3.84593
O -3.28940 -3.77347 -2.69745
H -2.49021 -3.35107 -3.03386
H -3.08384 -3.93646 -1.77055
O 6.65543 2.67293 1.79672
H 6.45030 2.33278 0.91424
H 7.45944 2.20790 2.03252

No. 5
Formula: C5H6N
Source: the Open Molecules 2025 dataset
Level of theory: ωB97M-V/def2-TZVPD

Calculated values
energy relative to the best compared isomer or geometry (same formula, charge and spin): 86.8 kcal per mole
HOMO level: -16.49 eV
total energy: -6761.4131 eV
HOMO-LUMO gap: 0.4461 Ha
LUMO energy: -0.1598 hartree
strongest force on any atom: 5.94 eV/A
net charge: +1

CARTESIAN COORDINATES (ANGSTROEM)
C -3.11453 -0.57205 0.16286
C 0.72102 1.51455 -0.66308
C 1.00490 0.27902 -0.12236
C 0.23504 1.23983 0.61727
C 1.58697 -1.05451 -0.01592
N -1.99008 -0.22615 0.14083
H -4.07336 -1.01613 -0.02100
H 0.66814 2.09399 -1.65732
H -0.42717 1.54823 1.34813
H 1.54181 -1.71589 -0.90187
H 1.23883 -1.53917 0.89272
H 2.60843 -0.55172 0.21975

No. 6
Formula: C4H10NO2S
Source: the Open Molecules 2025 dataset
Level of theory: ωB97M-V/def2-TZVPD

Calculated values
energy relative to the best compared isomer or geometry (same formula, charge and spin): 22.8 kcal per mole
HOMO level: -4.52 eV
total energy: -20731.9487 eV
HOMO-LUMO gap: 0.2889 Ha
LUMO energy: 0.1228 hartree
strongest force on any atom: 3.66 eV/A
net charge: -1

CARTESIAN COORDINATES (ANGSTROEM)
C -1.68404 0.64857 -0.42752
C -1.05767 -0.23152 -1.48661
S -0.51499 0.65798 -2.95521
N -2.04837 -0.17724 0.72211
H -0.93631 1.43480 -0.18696
H -2.54673 1.19711 -0.85926
H -0.16924 -0.57695 -0.98702
H -1.76763 -1.02723 -1.83660
H -1.76485 0.96101 -3.53051
H -1.18190 -0.68444 0.99518
H -2.43688 0.41306 1.47055
O 0.61482 -1.04191 0.97545
C 1.55478 -0.17141 0.88935
O 1.59601 0.73231 -0.00020
C 2.82462 -0.51567 1.67000
H 3.68004 -0.65329 0.99253
H 3.15998 0.39348 2.29983
H 2.67836 -1.35867 2.25487

No. 7
Formula: C28H42AlO24
Source: the Open Molecules 2025 dataset
Level of theory: ωB97M-V/def2-TZVPD

Calculated values
HOMO level: -4.99 eV
total energy: -85451.8883 eV
HOMO-LUMO gap: 0.2416 Ha
LUMO energy: 0.0581 hartree
strongest force on any atom: 2.03 eV/A
net charge: -1

CARTESIAN COORDINATES (ANGSTROEM)
C 2.39355 7.24692 4.47639
C 2.03068 6.10020 4.61756
C 1.61284 4.77772 4.78187
Al -0.33481 4.55964 5.38675
C -0.99888 2.79815 4.56826
O -1.60482 2.87334 3.25319
O -0.66791 3.65160 2.46604
C -1.48986 6.16551 4.97162
C -2.68361 5.93164 4.09500
C -3.58946 7.16333 3.93292
O -3.46352 4.81765 4.62411
H 2.86433 8.16000 4.21572
H 1.74752 4.24580 3.84019
H 2.23887 4.29150 5.52945
H -0.31851 4.33217 7.00887
H -1.76282 2.34416 5.19194
H -0.14675 2.11147 4.48470
H -1.24597 3.97448 1.75236
H -1.88364 6.53603 5.92336
H -0.87180 6.97432 4.57561
H -2.37727 5.61099 3.09931
H -3.33057 7.93190 4.65164
H -3.49915 7.58739 2.93528
H -4.62426 6.86234 4.05430
H -3.86781 5.15560 5.44113
C 0.14224 1.12377 0.91866
C 0.59571 -0.11997 1.66124
O 1.16734 -0.91170 0.59792
C 1.52608 -0.08371 -0.39819
O 2.17248 -0.44158 -1.34101
O 1.06790 1.15297 -0.19577
H 0.20761 2.03028 1.51493
H -0.86754 1.02102 0.52078
H 1.37430 0.08998 2.39375
H -0.21308 -0.66553 2.13700
C -6.12524 3.81718 3.46396
C -7.16739 2.87666 4.05146
O -7.34506 3.39996 5.36972
C -6.97718 4.70504 5.36450
O -7.15470 5.45896 6.26729
O -6.38948 5.02102 4.19480
H -6.24952 3.99832 2.39959
H -5.09991 3.51114 3.66713
H -8.12440 2.92857 3.52786
H -6.83985 1.84244 4.10722
C 5.19673 -1.31372 -2.92846
C 5.08809 -1.76750 -1.49490
O 6.45955 -2.02711 -1.15349
C 7.24817 -1.30076 -1.97764
O 8.42576 -1.17455 -1.85331
O 6.51619 -0.74394 -2.97083
H 4.45272 -0.56747 -3.19353
H 5.15806 -2.13932 -3.63176
H 4.70505 -0.98232 -0.84420
H 4.48986 -2.66357 -1.37643
C 2.19870 -4.84596 -0.46664
C 1.32235 -4.24678 0.62239
O 0.19563 -5.13718 0.62075
C 0.59102 -6.32641 0.11946
O -0.06870 -7.32018 0.14230
O 1.82298 -6.23438 -0.41591
H 3.26432 -4.74680 -0.28282
H 1.96960 -4.45646 -1.45826
H 1.79193 -4.28668 1.60663
H 1.00859 -3.23120 0.41106
C 0.27725 0.25913 -3.74673
C 0.87098 0.44524 -5.13180
O -0.00906 -0.33546 -5.94707
C -1.20292 -0.44170 -5.31347
O -2.19183 -0.88061 -5.80635
O -1.10798 0.02928 -4.05182
H 0.38108 1.12768 -3.10342
H 0.67854 -0.61508 -3.23926
H 0.82970 1.48204 -5.46941
H 1.88844 0.07558 -5.22243
C 2.91520 -4.86085 -6.45004
C 4.43282 -4.82723 -6.34970
O 4.63032 -4.13254 -5.11141
C 3.51140 -4.27693 -4.35930
O 3.42676 -3.92582 -3.22339
O 2.52842 -4.83260 -5.07496
H 2.52108 -5.75592 -6.92100
H 2.50268 -3.98064 -6.94390
H 4.86770 -5.82354 -6.26067
H 4.92027 -4.28806 -7.15656
C -2.75828 -5.65180 -2.90016
C -2.60329 -7.07352 -3.41806
O -1.81058 -6.87706 -4.59428
C -1.13353 -5.71137 -4.47096
O -0.27722 -5.34650 -5.20881
O -1.57307 -5.02141 -3.39502
H -2.79111 -5.58098 -1.81699
H -3.62189 -5.14138 -3.32781
H -2.05271 -7.71157 -2.72702
H -3.54322 -7.54914 -3.68285

No. 8
Formula: C5H8O
Source: the Open Molecules 2025 dataset
Level of theory: ωB97M-V/def2-TZVPD

Calculated values
energy relative to the best compared isomer or geometry (same formula, charge and spin): 171.3 kcal per mole
HOMO level (alpha / beta): -7.72 / -7.72 eV
total energy: -7354.8282 eV
HOMO-LUMO gap (alpha / beta): 0.3099 / 0.3099 Ha
LUMO energy (alpha / beta): 0.0262 / 0.0261 hartree
strongest force on any atom: 2.46 eV/A
net charge: 0

CARTESIAN COORDINATES (ANGSTROEM)
C 1.49641 -0.30144 0.59120
C 0.53445 0.38707 -0.36999
C -1.26228 0.49400 -1.13796
C -1.09813 -0.96653 0.06008
O -1.23199 0.08371 1.01509
C -0.70496 1.05916 0.10788
H 1.03993 -0.48459 1.56729
H 2.34106 0.39282 0.75187
H 1.92743 -1.23382 0.21035
H 1.02002 0.70682 -1.27598
H -0.90954 0.95114 -2.08810
H -0.39299 -1.75432 0.45035
H -1.99055 -1.42981 -0.30327
H -0.76886 2.09580 0.42116